Formula: C18H28O8
Source: OMol25
Level of theory: the ωB97M-V functional and the def2-TZVPD basis

Cartesian coordinates (Å):
1 O -36.1749 -25.7501 -47.5051
2 C -35.4760 -24.7538 -47.4267
3 C -34.1736 -24.7208 -48.2420
4 C -33.2259 -23.4280 -48.1367
5 O -31.9465 -23.6019 -48.6775
6 C -33.5482 -22.2991 -47.2129
7 O -32.8222 -21.3512 -47.0421
8 C -34.8868 -22.3285 -46.6341
9 C -35.8318 -23.5479 -46.6926
10 O -37.0359 -23.5593 -46.1414
11 H -34.0039 -25.5844 -48.8851
12 H -32.1332 -24.2030 -49.4471
13 H -35.3373 -21.3770 -46.4138
14 H -37.8430 -24.3148 -46.3042
15 C -29.7668 -26.4559 -52.3524
16 C -29.8208 -25.2449 -51.3108
17 C -28.5772 -24.3267 -51.2620
18 O -30.7818 -25.0260 -50.6362
19 H -28.7482 -26.3426 -52.8033
20 H -30.5853 -26.4375 -52.9404
21 H -29.7658 -27.4189 -51.9653
22 H -27.7883 -24.9472 -51.3648
23 H -28.4242 -23.5442 -50.5383
24 H -28.7306 -23.4930 -52.1965
25 C -25.1518 -21.0486 -47.4940
26 C -26.6401 -20.7942 -47.9193
27 C -27.5945 -21.9545 -47.5121
28 O -26.9929 -19.7149 -48.2151
29 H -24.9325 -21.4790 -46.6225
30 H -24.4352 -20.2682 -47.5415
31 H -24.8236 -21.8172 -48.0361
32 H -27.5980 -22.4268 -46.6814
33 H -27.4979 -22.7791 -47.9935
34 H -28.7276 -21.6508 -47.5200
35 C -30.9176 -21.1727 -53.2843
36 C -31.9680 -21.0799 -52.2378
37 C -31.6541 -20.2805 -50.9791
38 O -32.8971 -21.8286 -52.4050
39 H -30.5747 -20.1800 -53.7310
40 H -31.1670 -21.6655 -54.1546
41 H -30.1932 -21.7527 -52.7440
42 H -32.3895 -20.0349 -50.2594
43 H -31.3946 -19.1356 -51.3112
44 H -30.9897 -20.7207 -50.3911
45 C -26.1467 -27.9977 -48.6869
46 C -26.9981 -26.7492 -48.4554
47 C -28.3968 -26.8849 -47.8916
48 O -26.5934 -25.6431 -48.7122
49 H -26.6245 -28.9767 -49.2294
50 H -25.6328 -28.2963 -47.7917
51 H -25.1682 -27.8478 -48.9936
52 H -29.0663 -25.8486 -47.9297
53 H -28.3045 -27.2700 -46.9527
54 H -28.8724 -27.7135 -48.1345

The highest occupied orbital energy comes out at -0.31085 Ha. The energy relative to the best compared isomer or geometry (same formula, charge and spin) comes out at 2.6862 eV. Its SMILES is O=C1C=C(O)C(=O)C=C1O.CC(C)=O.CC(C)=O.CC(C)=O.CC(C)=O. Its HOMO-LUMO gap is 0.2494 Ha. The calculation puts the LUMO energy at -1.67 eV.

=====

Formula: C14H28O14S3
Source: OMol25
Level of theory: the ωB97M-V functional and the def2-TZVPD basis

Cartesian coordinates (Å):
1 O -1.2562 18.9633 -5.7010
2 S -1.4947 18.8072 -4.2923
3 O -1.0207 17.6164 -3.6607
4 O -1.0282 20.1989 -3.5833
5 C -1.9606 20.6924 -2.6463
6 C -3.3251 20.2064 -3.1660
7 O -3.0799 19.0172 -3.9131
8 H -1.6738 20.4918 -1.6128
9 H -1.9550 21.7828 -2.6973
10 H -3.6913 20.9961 -3.8196
11 H -4.0136 19.9524 -2.3674
12 O -4.4856 16.4846 -6.2265
13 S -4.1742 15.8665 -7.4917
14 O -3.1959 16.4626 -8.3384
15 O -3.8142 14.3100 -7.2814
16 C -4.7732 13.4441 -7.8730
17 C -5.9975 14.2764 -8.2870
18 O -5.5074 15.6225 -8.3676
19 H -4.4334 12.9297 -8.7757
20 H -4.9479 12.7200 -7.0784
21 H -6.7610 14.1602 -7.5117
22 H -6.4904 14.0411 -9.2239
23 O -5.5364 22.5078 -5.6569
24 S -5.3458 22.1061 -7.0157
25 O -5.6246 23.1094 -7.9983
26 O -3.9510 21.4089 -7.3728
27 C -3.9215 20.0416 -7.0150
28 C -5.3391 19.5575 -7.2971
29 O -6.1751 20.6704 -7.1358
30 H -3.2301 19.4310 -7.5878
31 H -3.6705 20.0454 -5.9553
32 H -5.6746 18.7248 -6.6778
33 H -5.4338 19.2059 -8.3352
34 C -6.9773 25.7309 -5.5696
35 C -8.1770 24.8339 -6.0092
36 C -9.3460 25.8121 -6.3070
37 O -8.9027 27.0740 -5.9236
38 C -7.4916 27.1306 -5.9414
39 H -6.0006 25.6442 -6.0394
40 H -6.9169 25.6471 -4.4847
41 H -8.4851 24.0794 -5.2924
42 H -8.0189 24.3376 -6.9721
43 H -10.1241 25.5186 -5.5893
44 H -9.8053 25.6795 -7.2908
45 H -7.2880 27.9821 -5.2854
46 H -7.1811 27.4753 -6.9411
47 C -9.2222 21.4956 -7.9992
48 C -10.2488 21.9990 -6.9762
49 C -11.3511 20.9626 -7.2104
50 O -11.4450 20.8429 -8.6302
51 C -10.1862 21.1881 -9.1941
52 H -8.6697 20.6078 -7.7163
53 H -8.5843 22.2631 -8.4414
54 H -10.5495 23.0136 -7.2227
55 H -9.7190 21.8953 -6.0278
56 H -12.2772 21.1789 -6.6794
57 H -11.0334 19.9751 -6.8540
58 H -10.3546 22.0361 -9.8631
59 H -9.7870 20.3555 -9.7828

The highest occupied orbital energy comes out at -0.33941 Ha. The energy relative to the best compared isomer or geometry (same formula, charge and spin) comes out at 1.0457 eV. Its SMILES is O=S1(=O)OCCO1.O=S1(=O)OCCO1.O=S1(=O)OCCO1.C1CCOC1.C1CCOC1. Its HOMO-LUMO gap is 0.3469 Ha. The calculation puts the LUMO energy at 0.20 eV.

=====

Formula: C2H8NOS
Source: OMol25
Level of theory: the ωB97M-V functional and the def2-TZVPD basis

Cartesian coordinates (Å):
1 C -1.4686 -0.2339 2.1079
2 S -0.5097 0.7781 0.9328
3 H -1.9526 -1.0300 1.5429
4 H -0.7550 -0.7033 2.8133
5 H -2.1740 0.3280 2.7119
6 N 0.0759 0.2311 -2.1071
7 C 1.3422 -0.3214 -1.5583
8 O 1.2141 -1.0879 -0.4264
9 H -0.5622 -0.5327 -2.3161
10 H -0.3504 0.8030 -1.3687
11 H 1.7512 -0.9480 -2.3301
12 H 2.0210 0.5768 -1.3870
13 H 0.6906 -0.5266 0.2731

The highest occupied orbital energy comes out at -0.10564 Ha. The net charge is -1. The energy relative to the best compared isomer or geometry (same formula, charge and spin) comes out at 0.5473 eV. Its HOMO-LUMO gap is 0.2641 Ha. The calculation puts the LUMO energy at 4.31 eV.

=====

Formula: C2H6N3O
Source: OMol25
Level of theory: the ωB97M-V functional and the def2-TZVPD basis

Cartesian coordinates (Å):
1 C 0.1137 0.1131 1.3096
2 C 0.6396 1.4016 0.6890
3 N 0.5768 -0.9760 0.5627
4 N -0.6605 -0.1106 2.3037
5 N 1.0928 -0.4649 -0.4948
6 O 1.1326 0.8059 -0.5759
7 H -0.1486 2.1602 0.4962
8 H 1.3803 1.9208 1.2431
9 H -1.0686 0.5050 2.9532
10 H -0.9137 -1.0210 2.5429
11 H 2.8700 -1.0621 -2.7568
12 H 2.3120 -0.7509 -3.1571

The highest occupied orbital energy comes out at -0.60832 Ha. The net charge is +1. The energy relative to the best compared isomer or geometry (same formula, charge and spin) comes out at 5.1520 eV. Its HOMO-LUMO gap is 0.3767 Ha. The calculation puts the LUMO energy at -6.30 eV.

=====

Formula: C2H4N2
Source: OMol25
Level of theory: the ωB97M-V functional and the def2-TZVPD basis

Cartesian coordinates (Å):
1 C 0.6496 0.4940 -0.5369
2 C 0.1794 0.5403 0.7156
3 N -0.6272 -0.5962 0.5448
4 N -0.2812 -0.5770 -0.9098
5 H 1.2465 0.9251 -1.3154
6 H 0.2933 1.2521 1.5413
7 H -1.6089 -0.6136 1.1090
8 H 0.1485 -1.4248 -1.1486

The highest occupied orbital energy comes out at -0.30406 Ha. The energy relative to the best compared isomer or geometry (same formula, charge and spin) comes out at 3.5135 eV. Its SMILES is c1c[nH][nH]1. Its HOMO-LUMO gap is 0.3498 Ha. The calculation puts the LUMO energy at 1.25 eV.

=====

Formula: C55H54Ge2ORuS6
Source: OMol25
Level of theory: the ωB97M-V functional and the def2-TZVPD basis

Cartesian coordinates (Å):
1 Ru 2.2883 2.3083 -0.1579
2 S 4.3066 2.9937 -0.7975
3 C 4.2579 4.7159 -0.8775
4 C 5.3002 5.4305 -1.5442
5 C 5.2573 6.8326 -1.5980
6 C 4.2451 7.5013 -0.9426
7 C 3.1134 6.7658 -0.5004
8 C 3.1314 5.4096 -0.4168
9 S 1.8961 4.4728 0.4112
10 H 6.1352 4.8607 -1.9444
11 H 6.1595 7.3594 -1.8727
12 H 4.2147 8.6213 -0.8631
13 H 2.2142 7.2098 -0.1544
14 C -3.2254 -1.9243 -5.7119
15 C -3.3531 -1.3564 -4.3019
16 C -3.3439 0.0386 -4.1779
17 C -3.5126 0.7195 -3.0204
18 C -3.2152 2.1413 -3.0833
19 C -3.7564 0.0557 -1.8284
20 C -3.7650 -1.3453 -1.9012
21 C -3.8514 -2.0867 -0.5988
22 C -3.5465 -2.0542 -3.1210
23 C -4.0681 0.7912 -0.5714
24 C -5.4241 1.1458 -0.3924
25 C -5.8132 1.8108 0.7445
26 C -4.8632 2.0467 1.7181
27 C -3.5186 1.7797 1.5302
28 C -3.0845 1.0819 0.3825
29 Ge -1.2087 0.8209 -0.0915
30 S -0.1163 2.6133 -0.6637
31 S -0.6909 -0.6284 -1.7930
32 Ge 1.0577 -1.1326 -0.2998
33 S 2.8244 0.1826 -0.9054
34 S 0.0248 -0.1961 1.4489
35 C 1.7364 -2.9046 -0.0136
36 C 2.1492 -3.3816 1.2404
37 C 2.9280 -4.5157 1.2932
38 C 3.2752 -5.2345 0.1294
39 C 2.7676 -4.8392 -1.0713
40 C 2.0114 -3.6602 -1.1653
41 C 1.6500 -3.1573 -2.5160
42 C 2.5562 -2.3901 -3.2148
43 C 4.0196 -2.2103 -2.6691
44 C 2.1731 -1.9903 -4.4541
45 C 0.9001 -2.2162 -5.0282
46 C 0.6481 -1.4888 -6.3658
47 C 0.0408 -3.0571 -4.3493
48 C 0.3100 -3.4411 -3.0048
49 C -0.6599 -4.1917 -2.1158
50 C 1.8278 -2.7413 2.6025
51 C 2.7406 -1.8820 3.2346
52 C 4.1060 -1.5694 2.6572
53 C 2.3639 -1.4488 4.4977
54 C 1.1007 -1.6578 5.0107
55 C 0.7251 -0.9439 6.3326
56 C 0.2333 -2.4811 4.3387
57 C 0.5679 -3.0345 3.1031
58 C -0.4375 -3.9108 2.3836
59 C -2.4990 2.2383 2.4676
60 C -1.9254 3.4659 2.2508
61 C -2.3514 4.4942 1.1906
62 C -0.7946 3.8239 2.9631
63 C -0.2541 2.9891 3.9235
64 C 0.9127 3.4522 4.7999
65 C -0.8720 1.8144 4.1816
66 C -1.9967 1.3901 3.4571
67 C -2.7144 0.0804 3.6568
68 H -2.6438 -1.3111 -6.3947
69 H -4.2847 -1.9989 -6.1550
70 H -2.8744 -2.9684 -5.7340
71 H -3.2063 0.6453 -5.0450
72 H -2.5033 2.4933 -3.7875
73 H -2.9735 2.5786 -2.1232
74 H -4.1237 2.7523 -3.3836
75 H -2.8584 -2.1396 -0.1848
76 H -4.3487 -3.0342 -0.8028
77 H -4.4547 -1.5543 0.1390
78 H -3.4900 -3.1137 -3.1212
79 H -6.1344 0.9377 -1.1947
80 H -6.8050 2.2183 0.9755
81 H -5.0811 2.6085 2.6198
82 H 3.3473 -4.8313 2.2877
83 H 3.8621 -6.1323 0.2680
84 H 2.9942 -5.3291 -1.9826
85 H 4.4633 -3.1776 -2.8486
86 H 4.0644 -1.7481 -1.6789
87 H 4.4394 -1.3848 -3.2551
88 H 2.7915 -1.2680 -5.0159
89 H 0.1617 -2.0777 -7.1686
90 H 1.5748 -1.0602 -6.7372
91 H -0.0582 -0.6472 -6.1870
92 H -0.9053 -3.3957 -4.7048
93 H -1.3540 -3.4989 -1.6289
94 H -0.2189 -4.7323 -1.3380
95 H -1.2671 -4.8508 -2.7247
96 H 3.9026 -1.0280 1.7065
97 H 4.7037 -2.4406 2.3717
98 H 4.5791 -0.9572 3.3744
99 H 3.0483 -0.7836 5.0254
100 H 0.2496 -1.5201 7.1390
101 H -0.0218 -0.1514 6.2372
102 H 1.5118 -0.2415 6.6847
103 H -0.7442 -2.7151 4.7676
104 H -0.3419 -4.9557 2.5895
105 H -0.4492 -3.8538 1.3153
106 H -1.3785 -3.5072 2.7333
107 H -2.4533 5.4570 1.7143
108 H -3.3204 4.4632 0.7254
109 H -1.6222 4.5160 0.4277
110 H -0.2221 4.6842 2.7137
111 H 1.8895 3.2198 4.3463
112 H 0.8718 3.1040 5.8600
113 H 0.9870 4.5231 4.7901
114 H -0.3672 1.1219 4.8087
115 H -3.5512 -0.0073 2.9497
116 H -2.9783 -0.0150 4.7167
117 H -2.0949 -0.7653 3.3887
118 O 3.4813 1.6539 2.8191
119 C 2.8985 1.8336 1.8514

Its spin multiplicity is 5. The highest occupied orbital energy (alpha / beta) comes out at -0.28155 / -0.29141 Ha. As for the expectation value of S²: 6.04. Its HOMO-LUMO gap (alpha / beta) is 0.2835 / 0.1875 Ha. The calculation puts the LUMO energy (alpha / beta) at 0.05 / -2.83 eV.